Record 1
{
  "formula": "C31H56Cl4N4O19",
  "method": "wB97M-V/def2-TZVPD",
  "symbols": ["H", "H", "H", "H", "H", "H", "C", "O", "H", "H", "H", "H", "C", "C", "O", "H", "O", "H", "H", "O", "O", "H", "C", "Cl", "H", "H", "Cl", "O", "C", "C", "H", "C", "H", "H", "C", "C", "H", "C", "H", "H", "H", "N", "H", "C", "C", "H", "O", "C", "O", "C", "H", "C", "C", "H", "H", "C", "O", "O", "H", "H", "H", "C", "C", "H", "H", "H", "H", "O", "C", "C", "C", "H", "H", "C", "O", "C", "H", "H", "C", "H", "O", "H", "H", "C", "O", "H", "H", "O", "H", "H", "H", "O", "H", "C", "N", "H", "H", "N", "N", "C", "H", "H", "C", "H", "Cl", "O", "H", "C", "Cl", "C", "O", "H", "O", "H"],
  "positions_angstrom": [[-4.92999, -0.71457, 4.47117], [-0.75944, -1.89703, -6.24492], [-5.78113, 0.00725, 0.31932], [1.03920, -0.03957, -6.00463], [-4.86652, -3.02008, -2.72747], [-3.72586, -1.93885, 4.61484], [4.34839, -3.82902, -3.62160], [2.37577, -1.79745, -1.77770], [-5.36381, -2.50850, 4.13426], [0.49480, -0.48182, 0.44758], [-1.04903, 5.35726, -1.24459], [2.86227, -1.18275, 0.87457], [-5.12934, -0.86025, 0.42282], [3.14501, -2.00931, 1.52645], [-1.70311, -2.48955, 1.39619], [-4.13929, -0.42911, 0.27444], [3.62314, -1.74589, -3.79930], [-2.52197, 4.82746, 1.12053], [-3.13943, 0.06649, -5.47739], [-0.86149, 1.33710, -1.55739], [-1.93694, -1.76571, -2.93202], [4.35681, -4.80860, -4.09956], [-0.74342, 5.06882, -0.23886], [0.84847, -3.60080, -6.20084], [-4.21270, 0.96741, -4.34416], [1.61225, 3.37488, -2.71085], [4.44688, 2.11775, -3.16075], [3.74336, 1.72268, 0.85690], [3.77431, 1.91576, 3.12456], [-1.74350, 1.17806, -0.41485], [-0.80972, 0.01403, 5.89218], [4.66682, 1.58631, 1.93624], [0.10707, -1.95189, 5.09342], [5.18967, -1.41256, 0.86686], [4.08324, -2.75215, -4.71967], [0.72564, 1.03734, 4.86503], [-3.91330, 6.11088, 2.64882], [1.76717, 2.90977, -3.68439], [-5.50065, -1.58743, -0.29928], [0.25945, -0.22720, -2.38302], [-0.52215, -1.46961, -0.71565], [-3.84377, -1.17296, -4.12036], [-3.39682, 7.61803, 1.75440], [-0.29205, -0.48578, -0.30671], [2.53632, 1.98365, 1.26733], [5.39045, -3.77461, -3.30657], [1.61498, 2.18077, 0.41801], [1.12466, -1.04469, -6.41759], [3.12752, -1.41483, 2.80428], [-1.76855, 1.83347, 3.31932], [-1.35884, 2.83029, 3.48240], [4.68140, -2.23274, 1.37387], [0.53942, -3.54140, 3.88645], [-4.65317, -1.43880, -4.66284], [-2.72497, 2.05694, 2.84664], [0.20771, -1.93422, -5.74360], [-1.24325, -2.15866, 3.52404], [-6.59168, -1.28647, 2.18552], [2.17718, -1.31814, -6.34324], [-1.17478, 1.42638, 2.50090], [1.05869, 0.64985, 3.90220], [-3.44769, 0.19690, -4.44005], [-5.46673, -1.21064, 1.80182], [5.11379, 0.59222, 1.94636], [2.54434, 0.86695, -3.36078], [4.01893, 2.78484, 3.73525], [5.01361, -2.35655, -5.12712], [3.37781, -3.65621, -2.65092], [-1.25846, 6.08552, 0.73904], [0.17143, 0.42828, -1.51660], [4.23360, -1.73937, 3.50050], [4.96365, -3.17070, 0.89568], [-0.97209, 4.00320, -0.22301], [-3.08473, 6.72176, 2.29049], [0.06364, -3.56652, 2.53582], [-3.82123, -3.20548, -2.97462], [-3.68764, -4.07957, -3.61197], [5.39283, 2.36794, 1.71244], [2.79712, 1.81860, -3.82827], [-2.55685, 0.45170, -3.86597], [4.36121, -1.54469, 4.72973], [0.14635, -1.82543, -4.66077], [3.06875, 1.61772, -4.86459], [-1.06224, -2.81622, 2.39166], [-2.77947, 0.68877, 5.11593], [1.48984, 0.79576, 5.60377], [0.58124, -4.43026, 4.51597], [-2.71008, 1.95455, -0.16297], [0.73630, 2.11903, 4.73108], [1.51031, -3.05802, 3.77776], [3.92834, 1.01757, 3.72260], [-1.40050, 0.07388, 0.27875], [-3.36913, -3.36156, -1.99515], [-3.08677, -1.98153, -3.35343], [-4.44143, -1.44938, 2.63075], [0.32067, 5.30227, -0.27514], [-3.50052, -1.47973, 2.26487], [-2.35350, 5.79378, 1.36124], [-0.56994, 0.58862, 5.09692], [3.13894, -2.34037, -2.59137], [2.01783, 3.71702, -4.37260], [3.54293, -2.98136, -5.63816], [-0.43201, -2.70645, 4.52057], [1.18807, 0.77636, -1.33391], [0.99317, -1.14165, -8.23782], [2.51212, 1.90901, 2.54408], [-1.16402, -3.23320, 5.13277], [-1.73546, 1.01446, 4.59936], [0.18020, 2.39055, -4.12930], [-4.64398, -1.69168, 4.08187], [5.16706, -2.12767, 2.66748], [-2.46542, 6.98878, 3.14679], [-0.70800, 7.18861, 0.83592], [2.61637, -2.95608, 1.41555]],
  "forces_ev_per_angstrom": [[-0.6, -0.5, 0.5], [-0.1, 0.1, 0.5], [-0.1, 0.2, -0.6], [-0.3, 0.3, -0.6], [-0.1, 0.0, -0.6], [0.1, -0.1, -0.5], [1.6, -1.5, -3.8], [3.2, -1.3, -2.4], [-0.2, 0.4, 0.6], [0.0, -0.5, 0.0], [-0.4, 0.3, 0.0], [-0.6, -0.8, -0.5], [-0.4, 1.6, -1.0], [2.0, 0.8, -1.2], [1.7, -2.2, 1.8], [0.2, -0.7, -0.2], [-1.7, 0.4, 1.7], [-1.6, 0.0, 1.0], [0.1, 1.1, -0.3], [-2.7, 1.4, 1.9], [-1.4, 0.5, -0.8], [-0.9, -0.3, 0.5], [1.1, 0.4, -1.1], [-0.6, -0.2, 0.7], [-0.1, -0.4, 0.2], [0.7, -0.4, 0.2], [-0.2, 0.6, 0.3], [1.9, -0.7, -1.7], [1.9, -2.0, 0.7], [-2.1, 2.5, -0.8], [0.5, 0.1, 0.3], [0.2, 1.7, -0.9], [-0.6, 0.3, 0.1], [-0.3, -0.1, -0.7], [1.9, 0.0, 1.8], [1.6, 1.0, -1.7], [-0.2, 0.5, 0.0], [1.0, 1.4, 0.1], [0.5, -0.1, 0.0], [-0.7, 0.3, -0.4], [0.0, -0.1, 0.5], [0.1, 2.2, 0.2], [0.0, -0.2, 0.1], [2.8, -1.1, -1.4], [-3.2, 0.4, -5.5], [-0.2, 0.6, 0.8], [2.7, -0.6, 4.0], [2.0, 1.6, -1.0], [-1.1, -0.4, 1.5], [0.8, 0.8, -0.6], [0.4, 0.1, 0.3], [-0.4, 0.5, -1.7], [1.6, -0.3, -1.2], [0.1, -0.8, 0.8], [-0.4, -0.7, 0.7], [-0.5, -2.1, -0.6], [-0.6, 1.0, 0.2], [-3.0, 0.0, 0.7], [-0.2, -0.1, 0.7], [0.3, -0.3, 0.2], [0.4, -0.1, 0.0], [1.2, -0.9, -0.9], [2.1, -1.0, 0.7], [-0.1, 0.1, 0.0], [-0.5, 0.2, 0.0], [-0.3, 0.2, -0.5], [0.3, -0.1, 0.3], [0.3, 0.6, 1.0], [2.1, 2.4, -1.2], [0.4, -2.8, 1.6], [-0.1, 1.6, 4.3], [-0.1, 0.0, 0.3], [0.0, 0.1, 0.8], [0.5, -1.8, -0.7], [-0.8, -1.9, -1.5], [0.1, -0.8, 1.7], [0.1, 0.2, 0.0], [0.5, -0.4, 0.4], [0.8, -1.2, 0.0], [-0.2, 0.1, 0.1], [-0.4, -0.8, -4.2], [0.0, -0.1, -0.1], [-0.7, 0.1, -0.1], [-0.2, 2.3, -2.0], [-0.8, -0.5, 0.8], [-0.5, -0.3, 0.3], [0.3, -0.8, -1.2], [4.3, -3.3, -1.1], [0.1, 0.2, 0.1], [0.1, -0.2, 0.5], [-0.8, 0.3, 0.8], [-1.8, 2.4, -0.5], [0.0, -0.9, 0.0], [0.4, -0.2, -0.3], [1.8, -0.4, 1.0], [0.2, -0.7, 0.1], [-0.1, 0.1, -0.1], [-1.8, -0.7, 1.3], [-1.2, -1.3, 1.9], [-3.3, 1.8, -0.7], [0.1, 0.0, 0.1], [-1.2, -0.1, 0.8], [-1.9, 1.8, 2.7], [-0.4, 0.9, 0.1], [-0.4, 0.6, 0.6], [-2.7, 1.0, 2.9], [0.5, -0.2, 0.6], [-1.3, 0.9, -2.2], [-1.1, -0.8, -0.9], [0.0, 0.6, -1.4], [1.4, -1.3, 1.6], [0.1, 0.0, -0.2], [0.0, -0.5, 0.0], [-0.5, 0.4, 0.3]],
  "lowdin_charge": [0.08, 0.07, 0.09, 0.06, 0.08, 0.06, -0.15, 0.12, 0.08, 0.12, 0.09, 0.12, 0.01, -0.08, 0.13, 0.07, 0.00, 0.13, 0.08, -0.04, 0.02, 0.13, 0.00, 0.52, 0.09, 0.07, 0.53, 0.07, -0.10, -0.40, 0.14, -0.07, 0.13, 0.13, -0.11, -0.10, 0.08, -0.66, 0.09, 0.09, 0.12, 0.01, 0.08, -0.15, -0.56, 0.13, 0.09, -0.68, 0.02, 0.02, 0.08, -0.11, -0.12, 0.14, 0.08, -0.57, 0.07, 0.06, 0.03, 0.07, 0.07, -0.05, -0.64, 0.12, 0.03, 0.15, 0.13, 0.09, -0.62, -0.22, -0.56, 0.14, 0.06, -0.02, 0.08, -0.01, 0.09, 0.14, -0.65, 0.07, 0.10, 0.07, 0.06, -0.50, 0.05, 0.10, 0.15, 0.07, 0.09, 0.12, 0.12, 0.04, 0.09, -0.55, 0.03, 0.08, 0.09, 0.02, 0.00, -0.43, 0.07, 0.08, -0.16, 0.09, 0.52, 0.08, 0.15, -0.54, 0.67, -0.05, 0.08, 0.08, 0.01, 0.14],
  "e_above_lowest_kj_mol": 81.91,
  "orbital_gap_ev": 8.42
}


Record 2
{
  "formula": "C31H56ClN5O3S",
  "method": "wB97M-V/def2-TZVPD",
  "symbols": ["H", "H", "C", "H", "H", "O", "H", "H", "H", "H", "H", "H", "C", "H", "H", "H", "H", "H", "C", "H", "H", "C", "C", "H", "C", "C", "N", "C", "S", "H", "H", "H", "H", "C", "H", "H", "C", "H", "C", "H", "Cl", "H", "H", "H", "C", "O", "C", "H", "H", "H", "H", "C", "C", "N", "N", "H", "H", "H", "C", "H", "H", "C", "H", "C", "H", "H", "H", "C", "H", "O", "C", "H", "H", "C", "H", "H", "N", "C", "H", "C", "H", "H", "C", "C", "H", "H", "H", "H", "C", "C", "C", "N", "H", "H", "C", "C", "C"],
  "positions_angstrom": [[-2.32090, 3.97959, -4.27696], [-0.50641, 1.92942, -5.42807], [0.40718, -8.35935, -1.38092], [8.01557, -6.00923, 2.42285], [6.95948, -3.30806, 4.57378], [10.37661, -3.05495, 2.99535], [-3.96434, -0.46152, 0.13981], [-2.99919, 4.96673, 1.21660], [-4.57307, -0.46549, -2.14371], [-2.82239, -0.43460, -2.72086], [6.33838, -4.24318, 3.19643], [-0.82514, 8.96507, 3.11294], [8.80843, -5.26545, 2.46653], [1.25249, 3.61505, -4.93195], [-2.90278, 3.49795, -5.92230], [-3.09606, -2.88888, 2.79085], [-1.93544, 1.40560, -3.90190], [0.04318, -5.00823, -1.21006], [-1.27341, 4.30760, 0.01642], [-2.48454, 8.46955, 3.50597], [-0.71271, 3.35463, 0.01095], [1.89091, -6.50272, -2.16216], [-2.68296, 4.04769, 0.68347], [8.88306, -2.35256, 4.17212], [0.21561, 3.86304, -4.62122], [-1.57255, 4.83815, -1.42378], [0.66486, -6.93713, -1.52261], [0.59974, -4.78026, 2.68002], [3.71864, -2.59302, 2.64880], [7.04812, -5.08202, 4.60039], [-1.53511, -2.14410, -0.79140], [0.06811, 4.92421, -4.90020], [-3.41397, 3.78290, -0.10245], [1.71544, -3.85911, 2.64466], [-2.51278, -1.36090, 2.12679], [-4.10651, 1.81969, -1.09832], [0.06149, 3.62317, -3.07967], [0.29528, -8.60476, -0.32359], [9.27670, -3.13688, 3.50342], [-2.43698, 1.75947, -1.72689], [-0.22286, -0.32037, 1.80179], [-0.70676, 3.29201, -6.54968], [-0.72209, 5.10517, 0.56462], [1.92582, -6.89195, -3.18211], [7.11444, -4.19685, 3.96408], [0.19458, 5.40296, 2.41462], [-2.80869, 1.87995, -4.38829], [-3.13019, -2.50594, -1.47658], [-2.33859, 4.23594, -1.94879], [0.56748, 5.31771, -1.74247], [0.33576, 7.40551, 2.12318], [-1.78461, 5.89518, 4.27298], [-2.27565, 3.19815, -5.06324], [-1.08545, 6.92436, 3.52243], [3.02225, -4.06526, 2.84533], [1.94299, -5.41574, -2.19499], [-2.28778, 5.21872, 3.58021], [-0.51211, 5.75996, -3.06042], [-0.24771, -6.06083, -1.05309], [-1.06480, 5.31929, 4.85669], [-1.47917, -5.11046, 2.53456], [-0.30760, 4.95604, -2.32270], [-0.72812, 2.88082, -2.86320], [-3.10354, -0.57086, -0.55102], [-2.51669, 6.34740, 4.93870], [-2.27458, 0.08134, -0.20784], [2.74736, -6.88335, -1.60127], [-1.42963, 8.31477, 3.74305], [0.82830, -5.82878, 2.91896], [-1.29298, -6.36055, -0.50837], [-2.61876, -2.06000, -0.59374], [9.71906, -5.72292, 2.85642], [0.99752, 3.21391, -2.65084], [-2.46575, -2.45505, 1.98335], [-4.91310, 1.77714, -3.59205], [-3.21851, 1.20229, -5.16009], [2.43590, -1.65147, 2.28448], [-3.90609, 2.13465, -3.29992], [-2.59248, 3.21038, 1.39904], [-3.11157, -2.87209, 0.63408], [-3.05447, -3.96228, 0.43684], [-1.25410, 8.57027, 4.79037], [-0.69456, -4.34884, 2.46883], [-1.04079, -2.96069, 2.18001], [-4.19932, -2.65697, 0.72738], [-3.98404, 3.23323, -3.15864], [9.01335, -4.88894, 1.46312], [1.22802, -8.93416, -1.80435], [-0.13389, 6.55171, 2.64030], [-3.48769, 1.48429, -1.95271], [-3.55486, -0.07465, -1.97298], [8.41503, -4.16296, 3.32563], [-1.97976, 5.86467, -1.28498], [-0.52127, -8.61335, -1.89461], [0.00180, -2.03412, 2.11279], [1.36422, -2.47261, 2.33498], [-0.76535, 3.00711, -5.47902]],
  "forces_ev_per_angstrom": [[-0.1, -0.2, -0.6], [-0.1, 0.6, 0.0], [-0.2, 0.1, 0.1], [0.0, 0.1, 0.1], [0.1, 0.0, 0.0], [0.0, -0.1, -0.1], [0.5, 0.0, -0.2], [-0.1, -0.6, -0.3], [0.4, 0.2, -0.4], [-0.6, -0.1, 0.2], [-0.1, 0.0, 0.1], [0.0, -0.1, 0.0], [0.2, 0.2, 0.0], [-0.5, 0.1, 0.1], [0.3, -0.1, 0.5], [0.4, 0.2, -0.4], [-0.5, 0.0, -0.3], [0.1, 0.0, 0.0], [-1.5, 0.2, -0.7], [0.0, 0.2, 0.0], [0.0, 0.6, -0.1], [-0.1, -0.3, 0.1], [1.1, 0.1, 0.1], [-0.1, 0.0, 0.0], [0.1, -0.8, -0.4], [1.1, 0.4, 0.4], [0.0, 0.2, 0.0], [0.2, -0.2, 0.2], [-0.7, -0.2, -0.2], [-0.2, 0.1, 0.0], [-0.4, 0.1, 0.3], [0.0, -0.4, 0.4], [0.2, 0.1, 0.6], [-1.6, 0.8, -0.4], [0.1, -0.6, -0.2], [0.2, 0.1, -0.5], [0.0, 0.9, 0.1], [0.0, -0.1, -0.1], [0.0, 0.0, 0.0], [-0.5, 0.0, 0.0], [0.1, -0.7, 0.1], [0.4, -0.1, 0.5], [-0.3, -1.1, -0.5], [0.1, 0.1, 0.0], [0.2, -0.2, -0.2], [0.0, 0.1, 0.4], [-0.6, 0.6, -0.1], [0.4, 0.1, 0.4], [0.3, 0.2, 0.3], [-0.5, -0.2, -0.1], [0.0, 0.0, 0.0], [0.2, -0.1, -0.2], [0.6, -0.9, 0.8], [0.1, 0.2, -0.1], [-0.4, 1.0, -0.2], [-0.1, 0.0, 0.0], [0.0, -0.1, 0.1], [0.2, -0.5, 0.2], [0.0, 0.1, 0.0], [-0.1, -0.1, 0.0], [0.1, 0.5, -0.1], [-0.2, 0.0, -0.2], [0.3, 0.3, -0.2], [0.5, -0.3, -0.7], [0.0, 0.1, -0.1], [-0.5, -0.3, 0.0], [0.1, 0.1, -0.1], [-0.1, -0.3, 0.1], [-0.3, 0.5, -0.2], [0.0, -0.1, 0.0], [-1.2, 0.0, -0.2], [0.0, -0.1, -0.1], [-0.5, 0.2, -0.3], [-0.4, -1.0, 0.4], [0.5, 0.1, 0.0], [0.5, 0.1, 0.3], [0.0, -1.4, 0.5], [0.4, 0.2, 0.4], [-0.3, 0.4, -0.2], [-0.2, 0.4, -0.2], [0.3, 0.5, 0.3], [-0.1, 0.2, 0.0], [0.8, 0.1, 0.0], [1.0, 1.3, -0.1], [0.5, -0.1, -0.1], [-0.1, -0.5, 0.0], [0.0, -0.1, 0.0], [0.0, 0.1, 0.0], [0.1, 0.0, 0.1], [-0.5, -0.6, -0.4], [0.9, 0.7, 1.3], [-0.1, 0.2, 0.2], [0.0, -0.6, -0.2], [0.0, -0.1, 0.1], [-0.1, -1.1, 0.2], [0.7, 0.4, -0.1], [-0.6, 0.4, -0.4]],
  "lowdin_charge": [0.09, 0.10, -0.04, 0.09, 0.08, 0.01, 0.11, 0.06, 0.12, 0.11, 0.06, 0.08, -0.04, 0.10, 0.11, 0.12, 0.09, 0.13, -0.23, 0.09, 0.11, -0.06, -0.10, 0.13, -0.20, -0.23, -0.20, -0.02, 0.97, 0.09, 0.11, 0.10, 0.05, -0.37, 0.08, 0.11, -0.18, 0.09, -0.36, 0.10, 0.72, 0.10, 0.07, 0.09, -0.06, 0.00, -0.21, 0.11, 0.07, 0.11, 0.14, -0.03, -0.19, -0.20, -0.23, 0.08, 0.08, 0.09, -0.36, 0.10, 0.12, -0.20, 0.08, -0.22, 0.09, 0.07, 0.09, -0.06, 0.12, 0.00, -0.20, 0.09, 0.11, -0.18, 0.11, 0.11, -0.24, -0.20, 0.07, -0.19, 0.11, 0.09, -0.02, -0.20, 0.11, 0.09, 0.09, 0.09, -0.35, -0.23, -0.20, -0.20, 0.11, 0.09, -0.51, -0.37, -0.21],
  "orbital_gap_ev": 8.05
}


Highest occupied orbital energy for every record listed, in sequence, given in eV: -8.55; -8.77.
E_tot for every record listed, in sequence, given in a.u.: -4704.112347; -2572.654108.